<P>
This record from the Open Molecules 2025 dataset describes a molecular structure, C34H37MoN4O4S3. The level of theory is ωB97M-V with the def2-TZVPD basis set.

Computed properties:
* HOMO level (spin up / spin down): -5.8 / -7.3 eV
* HOMO-LUMO gap (spin up / spin down): 0.2220 / 0.2633 Eh
* ⟨S²⟩: 0.768
* 2S+1: 2

```
83
Properties=species:S:1:pos:R:3:lowdin_spin:R:1
Mo -0.35 0.54 -0.40 -0.038
O -1.02 2.72 -5.39 0.001
C -0.65 1.46 -5.66 0.003
C -0.36 1.14 -6.99 0.000
C 0.03 -0.14 -7.34 0.003
C 0.14 -1.14 -6.37 0.000
C -0.14 -0.82 -5.05 0.003
C -0.54 0.46 -4.68 0.001
C -0.81 0.74 -3.26 0.019
O -0.68 -0.23 -2.39 0.009
N -1.18 1.94 -2.90 0.010
N -1.38 1.94 -1.51 0.228
C -2.58 2.36 -1.09 0.208
C -3.14 1.66 0.00 0.094
C -4.39 1.96 0.59 0.053
C -4.92 1.11 1.51 0.042
C -4.23 -0.07 1.86 0.095
C -3.00 -0.29 1.28 0.013
N -2.44 0.54 0.39 0.126
H -1.17 2.78 -4.42 0.000
H -0.45 1.92 -7.74 0.000
H 0.25 -0.37 -8.37 0.000
H 0.44 -2.14 -6.64 0.000
H -0.07 -1.57 -4.27 0.000
H -3.15 3.07 -1.67 0.012
H -4.91 2.86 0.29 0.001
H -5.89 1.32 1.96 0.001
H -4.62 -0.77 2.58 0.006
H -2.41 -1.16 1.53 -0.001
O 1.92 -2.27 3.24 0.000
S 1.12 -2.71 4.42 0.000
C 0.05 -4.06 3.84 0.000
C -0.49 -3.83 2.43 0.000
C 0.46 -4.35 1.36 0.000
C -0.08 -4.19 -0.06 0.000
S 0.17 -2.61 -0.90 0.000
O -0.34 -1.57 0.11 0.001
C 1.94 -2.50 -0.87 0.000
C 2.62 -2.92 -2.00 0.000
C 4.01 -2.84 -2.01 0.000
C 4.68 -2.32 -0.91 0.000
C 3.98 -1.89 0.20 0.000
C 2.60 -1.97 0.23 0.000
C -0.17 -1.50 4.67 0.000
C -0.38 -0.52 3.72 0.000
C -1.40 0.41 3.92 0.001
C -2.19 0.34 5.06 0.001
C -1.95 -0.64 6.02 0.000
C -0.94 -1.56 5.83 0.000
H -0.74 -4.15 4.58 0.000
H 0.67 -4.96 3.88 0.000
H -0.69 -2.77 2.27 0.000
H -1.45 -4.34 2.34 0.000
H 0.62 -5.42 1.52 0.000
H 1.43 -3.87 1.46 0.000
H -1.16 -4.34 -0.11 0.000
H 0.38 -4.90 -0.75 0.000
H 2.08 -3.29 -2.86 0.000
H 4.56 -3.16 -2.89 0.000
H 5.76 -2.25 -0.93 0.000
H 4.50 -1.48 1.06 0.000
H 2.04 -1.63 1.09 0.000
H 0.24 -0.48 2.83 0.000
H -1.59 1.17 3.17 0.000
H -2.98 1.06 5.21 0.000
H -2.55 -0.68 6.92 0.000
H -0.74 -2.32 6.57 0.000
S 2.69 0.79 -2.18 0.007
C 1.38 0.70 -1.37 0.015
C 2.65 1.69 1.78 0.003
C 1.34 2.42 1.44 0.007
C 0.71 2.98 2.71 0.003
C 1.59 3.56 0.45 0.000
N 0.43 1.47 0.84 0.072
H 3.35 2.38 2.26 0.001
H 3.11 1.30 0.87 0.000
H 2.46 0.86 2.46 0.000
H 1.34 3.77 3.12 0.000
H 0.61 2.20 3.47 0.000
H -0.28 3.40 2.50 0.000
H 2.26 4.30 0.89 0.000
H 0.64 4.05 0.20 0.000
H 2.03 3.19 -0.47 0.000
```

<Q>
This record from the Open Molecules 2025 dataset describes a molecular structure, C34H37MoN4O4S3. The level of theory is ωB97M-V with the def2-TZVPD basis set.

Computed properties:
* HOMO level (spin up / spin down): -5.7 / -7.2 eV
* HOMO-LUMO gap (spin up / spin down): 0.2094 / 0.2552 Eh
* ⟨S²⟩: 0.766
* 2S+1: 2

```
83
Properties=species:S:1:pos:R:3:lowdin_spin:R:1
Mo 0.38 -0.89 -1.56 -0.009
O -2.97 2.25 -1.65 0.003
C -2.38 3.15 -2.47 0.006
C -3.02 4.38 -2.64 -0.001
C -2.47 5.35 -3.44 0.007
C -1.26 5.12 -4.10 -0.001
C -0.62 3.91 -3.94 0.006
C -1.16 2.91 -3.13 0.000
C -0.43 1.63 -2.95 0.034
O -0.95 0.73 -2.14 0.007
N 0.69 1.43 -3.57 -0.001
N 1.13 0.15 -3.25 0.197
C 1.64 -0.57 -4.24 0.197
C 1.43 -1.96 -4.15 0.098
C 1.92 -2.91 -5.06 0.042
C 1.56 -4.22 -4.93 0.051
C 0.71 -4.61 -3.88 0.082
C 0.27 -3.64 -3.01 0.021
N 0.60 -2.34 -3.11 0.130
H -2.37 1.47 -1.62 0.000
H -3.96 4.53 -2.12 0.000
H -2.98 6.30 -3.56 0.000
H -0.83 5.89 -4.73 0.000
H 0.32 3.70 -4.43 0.000
H 2.03 -0.09 -5.13 0.011
H 2.57 -2.58 -5.86 0.000
H 1.92 -4.96 -5.63 0.001
H 0.40 -5.63 -3.74 0.005
H -0.38 -3.89 -2.18 0.000
O 0.83 0.85 -0.06 0.005
S -0.09 1.96 0.39 0.001
C 0.52 2.38 2.04 0.000
C 0.38 1.22 3.01 0.000
C -1.07 0.83 3.29 0.000
C -1.22 -0.08 4.50 0.000
S -0.46 -1.73 4.17 0.000
O -0.57 -1.96 2.70 0.000
C -1.76 -2.72 4.93 0.000
C -2.73 -3.27 4.12 0.000
C -3.74 -4.03 4.70 0.000
C -3.76 -4.23 6.07 0.000
C -2.77 -3.68 6.87 0.000
C -1.75 -2.92 6.30 0.000
C 0.49 3.46 -0.38 0.000
C -0.32 4.58 -0.35 0.000
C 0.12 5.75 -0.95 0.000
C 1.36 5.77 -1.59 0.000
C 2.15 4.63 -1.63 0.000
C 1.71 3.46 -1.02 0.000
H -0.05 3.26 2.34 0.000
H 1.57 2.66 1.90 0.000
H 0.87 1.50 3.94 0.000
H 0.92 0.37 2.60 0.000
H -1.49 0.32 2.42 0.000
H -1.67 1.72 3.47 0.000
H -2.26 -0.23 4.77 0.000
H -0.68 0.33 5.37 0.000
H -2.68 -3.10 3.05 0.000
H -4.50 -4.46 4.07 0.000
H -4.54 -4.82 6.52 0.000
H -2.78 -3.85 7.94 0.000
H -0.97 -2.51 6.92 0.000
H -1.31 4.54 0.10 0.000
H -0.50 6.63 -0.95 0.000
H 1.70 6.68 -2.07 0.000
H 3.10 4.64 -2.15 0.000
H 2.29 2.55 -1.07 0.000
S -2.46 -2.37 -0.18 0.004
C -1.18 -1.72 -0.73 0.006
C 2.77 -1.58 1.48 0.004
C 2.43 -2.44 0.26 0.009
C 3.69 -2.73 -0.56 0.003
C 1.77 -3.75 0.71 0.001
N 1.50 -1.75 -0.58 0.078
H 3.53 -2.07 2.09 0.000
H 1.87 -1.44 2.08 0.000
H 3.14 -0.60 1.16 0.000
H 4.41 -3.29 0.04 0.001
H 4.15 -1.80 -0.89 0.000
H 3.43 -3.32 -1.44 0.000
H 2.45 -4.31 1.36 0.000
H 1.51 -4.36 -0.15 0.000
H 0.86 -3.53 1.28 0.000
```

Which of them is most stable, and which least? Most stable: <P>; least stable: <Q>.

<P>
This record from the Open Molecules 2025 dataset describes a molecular structure, C2H7IN. The level of theory is ωB97M-V with the def2-TZVPD basis set.

Computed properties:
* net charge: +1
* HOMO level: -13.9 eV
* HOMO-LUMO gap: 0.3617 Eh

```
11
Properties=species:S:1:pos:R:3:nbo_charge:R:1
C -0.94 0.19 0.00 -0.410
C 1.34 -0.53 -0.18 -0.442
N 0.52 0.57 0.28 -0.558
I 3.46 -0.06 -0.10 0.216
H -1.60 0.25 0.78 0.245
H -1.14 0.84 -0.90 0.242
H -0.91 -0.94 -0.24 0.243
H 1.28 -1.47 0.41 0.260
H 1.05 -0.81 -1.47 0.284
H 0.61 0.61 1.31 0.460
H 0.74 1.38 -0.30 0.460
```

<Q>
This record from the Open Molecules 2025 dataset describes 2 unconnected molecules or ions with the total composition C2H7IN. The level of theory is ωB97M-V with the def2-TZVPD basis set.

Computed properties:
* net charge: +1
* HOMO level: -14.6 eV
* HOMO-LUMO gap: 0.2823 Eh

```
11
Properties=species:S:1:pos:R:3:nbo_charge:R:1
C 1.03 0.73 -0.83 -0.446
C -1.65 -0.82 0.75 -0.315
N 0.77 0.06 0.41 -0.701
I -2.19 -1.04 -1.18 0.534
H 0.21 0.65 -1.53 0.201
H 1.47 1.72 -0.75 0.236
H 1.85 0.20 -1.28 0.220
H -1.85 -1.67 1.45 0.244
H -1.76 0.19 1.20 0.230
H 0.66 0.62 1.25 0.395
H 1.47 -0.64 0.52 0.400
```

Which of them is most stable, and which least? Most stable: <P>; least stable: <Q>.

<P>
This record from the Open Molecules 2025 dataset describes 2 unconnected molecules or ions with the total composition C2H10NO2. The level of theory is ωB97M-V with the def2-TZVPD basis set.

Computed properties:
* net charge: +1
* HOMO level: -14.6 eV
* HOMO-LUMO gap: 0.4005 Eh

```
15
Properties=species:S:1:pos:R:3:nbo_charge:R:1
C 0.05 1.26 -0.55 -0.054
O 0.40 1.89 0.70 -0.742
C 0.50 -0.25 -0.50 -0.283
N 2.00 -0.27 -0.38 -0.681
H 0.79 1.66 -1.22 0.165
H -0.96 1.36 -0.66 0.217
H -0.35 2.34 1.10 0.501
H -0.01 -0.74 0.33 0.260
H 0.06 -0.87 -1.35 0.257
H 2.34 -0.18 0.62 0.471
H 2.47 0.45 -0.94 0.444
H 2.36 -1.12 -0.78 0.446
H -3.54 -2.46 0.85 0.481
H -3.22 -1.25 1.72 0.475
O -2.88 -1.82 1.06 -0.956
```

<Q>
This record from the Open Molecules 2025 dataset describes 3 unconnected molecules or ions with the total composition C2H10NO2. The level of theory is ωB97M-V with the def2-TZVPD basis set.

Computed properties:
* net charge: +1
* HOMO level: -15.7 eV
* HOMO-LUMO gap: 0.4042 Eh

```
15
Properties=species:S:1:pos:R:3:nbo_charge:R:1
C -1.34 0.21 -1.43 -0.415
C -0.44 1.95 0.07 0.116
N -0.69 0.74 -0.19 -0.367
H -0.56 0.03 -2.16 0.255
H -1.92 -0.60 -1.03 0.252
H -2.03 0.99 -1.78 0.223
H -0.92 2.72 -0.54 0.224
H 0.03 2.15 1.02 0.230
H -0.26 0.05 0.42 0.466
H 2.73 0.34 1.50 0.500
H 1.97 -0.82 2.17 0.488
O 2.00 -0.30 1.35 -0.981
H 0.74 -1.99 0.53 0.491
H -0.27 -2.95 -0.09 0.500
O -0.06 -2.02 -0.01 -0.982
```

Which of them is most stable, and which least? Most stable: <Q>; least stable: <P>.

<P>
This record from the Open Molecules 2025 dataset describes a single C18H21NO2 molecule. The level of theory is ωB97M-V with the def2-TZVPD basis set.

Computed properties:
* HOMO level: -8.2 eV
* HOMO-LUMO gap: 0.3297 Eh
* SMILES: c1ccc(CCCNC[C@@H]2COc3ccccc3O2)cc1

```
42
Properties=species:S:1:pos:R:3:nbo_charge:R:1
C 6.31 -0.35 0.34 -0.224
C 5.65 -1.03 1.41 -0.175
C 4.49 -0.51 2.08 -0.234
C 4.05 0.66 1.47 -0.008
C 4.71 1.14 0.21 -0.207
C 5.87 0.78 -0.25 -0.207
H 6.35 1.37 -1.13 0.229
H 4.27 2.05 0.01 0.198
C 2.91 1.19 2.16 -0.458
H 2.97 2.36 2.19 0.221
H 2.69 0.86 3.33 0.222
C 1.70 0.94 1.37 -0.379
C 1.33 -0.54 0.95 -0.120
N 0.20 -0.65 0.24 -0.598
H 0.30 -1.77 -0.17 0.358
C -1.02 -0.25 0.64 -0.187
C -2.11 -0.58 -0.62 0.122
C -1.87 0.37 -1.70 -0.088
H -1.04 0.07 -2.01 0.198
O -2.83 0.09 -2.62 -0.466
C -4.07 -0.27 -2.21 0.177
C -5.09 -0.01 -2.99 -0.204
C -6.50 -0.24 -2.58 -0.230
C -6.71 -0.24 -1.27 -0.212
C -5.74 -0.71 -0.28 -0.285
C -4.48 -0.37 -0.86 0.293
O -3.36 -0.42 -0.09 -0.513
H -5.98 -0.62 0.77 0.234
H -7.69 -0.37 -1.01 0.196
H -7.30 -0.19 -3.46 0.225
H -4.96 -0.11 -4.07 0.208
H -2.00 1.20 -1.36 0.165
H -2.08 -1.67 -0.77 0.177
H -1.31 -0.98 1.41 0.164
H -1.09 0.69 0.86 0.190
H 2.09 -0.95 0.97 0.182
H 1.02 -1.02 2.12 0.039
H 1.76 1.70 0.30 0.172
H 0.78 1.59 1.75 0.210
H 4.30 -0.84 3.08 0.222
H 6.16 -1.75 1.80 0.188
H 7.34 -0.63 0.02 0.207
```

<Q>
This record from the Open Molecules 2025 dataset describes a single C18H21NO2 molecule. The level of theory is ωB97M-V with the def2-TZVPD basis set.

Computed properties:
* HOMO level: -8.4 eV
* HOMO-LUMO gap: 0.3340 Eh
* SMILES: O=C(CCCOc1ccccc1)NCCc1ccccc1

```
42
Properties=species:S:1:pos:R:3:nbo_charge:R:1
O -0.62 -1.45 1.32 -0.632
C -1.14 -0.36 1.44 0.692
N -1.39 0.20 2.65 -0.619
H -1.74 1.14 2.70 0.389
C -0.86 -0.37 3.87 -0.222
H -0.53 -1.38 3.62 0.236
H -1.66 -0.43 4.63 0.197
C 0.32 0.46 4.41 -0.430
C 1.33 0.66 3.32 -0.025
C 1.44 1.88 2.66 -0.232
C 2.33 2.04 1.61 -0.207
C 3.12 0.98 1.20 -0.225
C 3.03 -0.23 1.85 -0.212
C 2.14 -0.40 2.90 -0.151
H 2.07 -1.35 3.40 0.205
H 3.64 -1.06 1.54 0.214
H 3.81 1.11 0.38 0.213
H 2.40 3.00 1.11 0.211
H 0.82 2.71 2.97 0.205
H 0.76 -0.07 5.25 0.222
H -0.04 1.43 4.76 0.202
C -1.56 0.49 0.26 -0.492
H -2.00 1.43 0.57 0.193
H -2.31 -0.07 -0.31 0.242
C -0.35 0.73 -0.64 -0.429
C -0.74 1.44 -1.94 -0.059
O -1.67 0.71 -2.71 -0.501
C -1.25 -0.37 -3.42 0.298
C -2.27 -1.08 -4.07 -0.260
C -1.98 -2.18 -4.84 -0.188
C -0.66 -2.61 -4.98 -0.247
C 0.34 -1.91 -4.34 -0.202
C 0.06 -0.80 -3.56 -0.266
H 0.87 -0.28 -3.08 0.209
H 1.37 -2.23 -4.44 0.211
H -0.43 -3.47 -5.58 0.212
H -2.77 -2.72 -5.34 0.213
H -3.29 -0.73 -3.96 0.221
H 0.15 1.68 -2.53 0.176
H -1.26 2.38 -1.70 0.188
H 0.39 1.34 -0.12 0.219
H 0.11 -0.24 -0.86 0.233
```

Which of them is most stable, and which least? Most stable: <Q>; least stable: <P>.